Record 1
ORCA calculation (ωB97M-V/def2-TZVPD) on a molecular structure, C17H12GaN5OS3.

Element x y z (Å)
Ga -0.89348 0.15947 0.42376
N -0.50896 -3.46723 -1.79263
C -1.69041 -4.24771 -1.86359
C -1.65104 -5.48576 -2.47610
C -2.80046 -6.26242 -2.54777
C -3.97971 -5.79372 -1.99619
C -4.00384 -4.55116 -1.37153
C -2.86229 -3.76961 -1.30606
S -2.99891 -2.18869 -0.50868
N -1.33561 -1.67902 -0.51718
C -0.39135 -2.32205 -1.10320
C 0.99061 -1.76168 -0.99611
C 1.98535 -1.99756 -1.91915
C 3.22507 -1.40894 -1.70037
C 3.41543 -0.64279 -0.56761
C 2.34338 -0.45579 0.29470
N 1.15077 -0.99149 0.06562
H 0.34075 -3.90576 -2.09255
H -0.71794 -5.84773 -2.90237
H -2.76574 -7.22992 -3.03339
H -4.88428 -6.39036 -2.04502
H -4.92523 -4.18010 -0.92802
H 1.80320 -2.58708 -2.80993
H 4.02819 -1.54804 -2.41464
H 4.36759 -0.17161 -0.35722
H 2.43443 0.14230 1.19314
S -0.02293 1.61662 -1.08676
C 1.19547 2.23177 0.01517
C 2.23915 3.02110 -0.61549
N 3.08448 3.61401 -1.13001
C 1.24894 2.00450 1.34525
S 0.14651 1.00079 2.27157
C 2.33398 2.58026 2.11893
N 3.18099 3.02505 2.76376
C -3.41544 1.25724 1.38807
O -2.67501 0.29070 0.70162
H -2.80937 2.12507 1.66923
H -3.84242 0.83510 2.30368
H -4.23443 1.60810 0.75695

Forces on the atoms, in the same order (eV/Å):
-0.164 0.131 0.068
-0.267 -0.251 -0.195
0.222 0.074 -0.034
0.077 -0.101 -0.077
0.023 -0.055 -0.033
-0.088 0.026 0.028
-0.169 -0.030 0.038
-0.189 0.085 0.138
0.449 0.164 -0.089
-0.189 0.193 0.211
0.157 0.101 0.007
-0.386 -0.169 -0.155
0.121 -0.130 -0.194
0.062 -0.012 -0.110
0.071 0.052 0.010
0.231 -0.209 0.193
0.262 0.042 0.262
0.125 -0.098 -0.018
-0.111 0.058 0.049
-0.003 0.063 0.033
0.102 0.073 0.011
0.113 -0.072 -0.063
0.034 0.047 0.044
-0.057 0.007 0.051
-0.076 -0.039 -0.002
0.124 -0.384 -0.126
0.029 0.202 -0.083
0.227 0.476 -0.651
-0.080 -0.102 0.130
-0.353 -0.249 0.167
0.130 0.375 0.672
0.089 0.325 0.127
-0.124 0.055 -0.004
-0.316 -0.248 -0.285
0.155 0.151 0.139
-0.153 -0.636 -0.268
-0.013 0.025 0.024
-0.014 0.024 0.004
-0.054 0.035 -0.019

Calculated values
Calculated total energy: -4123.442296 Eh
Total charge: 0


Record 2
ORCA calculation (ωB97M-V/def2-TZVPD) on a molecular structure, C17H13BN4O4RuS5.

Element x y z (Å)
Ru 0.49668 0.20049 1.45631
B 3.55765 1.75421 0.25832
N 2.61033 2.43167 1.30713
C 2.90866 3.61828 1.84540
C 1.96591 3.92930 2.80573
C 1.10018 2.84487 2.79258
N 1.49471 1.94711 1.87848
N 3.03680 0.34976 -0.20482
C 3.58789 -0.32128 -1.20792
C 3.04066 -1.59988 -1.27209
C 2.12345 -1.63301 -0.24533
N 2.12415 -0.44894 0.40658
H 4.63057 1.59809 0.79482
H 3.62338 2.46194 -0.71820
H 3.77112 4.16673 1.50505
H 1.91434 4.80740 3.42443
H 0.22438 2.66448 3.39262
H 4.34580 0.14537 -1.81576
H 3.27485 -2.37934 -1.97510
H 1.45680 -2.41737 0.06719
S -5.31806 -1.62941 4.85016
C -3.97843 -1.06843 4.15209
S -3.99005 0.00734 2.78063
C -2.27799 0.20380 2.64286
C -1.48616 -0.53235 3.57357
S 0.15550 -0.37740 3.65878
S -2.37273 -1.50559 4.69138
S -1.58989 1.24950 1.57715
O -2.54132 -2.35696 1.16507
C -1.63649 -1.85458 0.51162
O -0.47892 -1.55475 1.02044
C -1.83530 -1.59010 -0.95835
C -2.93318 -2.16636 -1.58332
C -3.18110 -1.98740 -2.94731
C -2.28126 -1.22076 -3.64308
O -2.29018 -0.89817 -4.97127
C -1.10636 -0.13193 -5.20123
O -0.47708 0.09357 -3.94182
C -1.19390 -0.63258 -3.02538
C -0.93880 -0.79601 -1.69158
H -3.60275 -2.76167 -0.97880
H -4.04103 -2.42670 -3.43356
H -1.37148 0.82244 -5.65571
H -0.43316 -0.69182 -5.85456
H -0.08820 -0.31360 -1.23324

Forces on the atoms, in the same order (eV/Å):
-0.546 1.032 1.385
0.044 -0.027 0.095
0.059 -0.111 -0.142
-0.034 0.046 -0.027
-0.045 -0.015 0.038
0.006 0.087 0.013
0.054 0.263 0.182
-0.176 0.097 0.060
0.017 -0.018 -0.035
0.033 -0.015 -0.014
0.278 -0.036 -0.024
-0.380 -0.625 -0.047
-0.034 0.011 -0.052
0.024 -0.059 0.029
0.015 -0.056 0.002
0.007 -0.008 -0.012
-0.014 -0.024 -0.031
-0.014 0.017 0.026
0.002 0.010 0.008
-0.085 0.075 0.017
-0.143 -0.067 0.077
0.093 0.003 -0.063
0.010 -0.020 0.145
-0.385 -0.307 0.209
-0.527 -0.272 0.179
0.674 0.514 -1.589
-0.101 -0.022 0.005
1.097 -0.244 -0.332
0.037 -0.008 -0.026
-0.056 0.109 0.106
0.089 -0.292 -0.164
0.003 -0.030 -0.007
-0.039 0.070 -0.075
-0.035 -0.044 0.054
-0.025 -0.021 -0.047
-0.013 0.063 -0.007
0.003 -0.029 -0.006
-0.016 0.040 -0.017
0.079 0.008 -0.022
-0.041 0.037 0.038
0.003 -0.003 0.000
0.027 -0.023 -0.002
-0.043 0.033 0.042
0.023 -0.060 0.030
0.075 -0.077 -0.002

Calculated values
Calculated total energy: -3286.311017 Eh
Energy above the lowest of the compared OMol25 structures with the same formula, charge and spin: 0.0 kcal per mole
Total charge: 0


In hartree/bohr, the maximum force values for the records above are, in order, 0.01630 0.03522.